[1]
The following is a DFT calculation (ωB97M-V with the def2-TZVPD basis set) of C10H13EuNP as an isolated structure at a distorted geometry.

Geometry as XYZ:
```
26
C10H13EuNP (ωB97M-V with the def2-TZVPD basis set)
C -1.25137 1.51972 -1.43174
C -1.60044 0.65083 -2.51593
C -2.47289 -0.32605 -1.99535
C -2.81857 0.01235 -0.66955
C -2.06649 1.16789 -0.29759
Eu 1.87231 -0.67107 0.45418
P 2.49166 1.95353 1.57817
H -0.62075 2.40768 -1.47051
H -1.12940 0.68367 -3.49748
H -2.80590 -1.18538 -2.51324
H -2.03627 1.68477 0.66950
H -3.50024 -0.50946 -0.01194
H 1.97948 2.73586 2.69310
H 3.21608 2.76241 0.58902
H 3.49052 0.94385 2.08115
C 0.49271 -5.03428 2.05557
C -0.64959 -4.68896 1.31415
C -0.76219 -3.37794 0.82699
N 0.19931 -2.45760 1.09023
C 1.29063 -2.81274 1.80262
C 1.47194 -4.09320 2.32924
H 0.58842 -6.03961 2.46307
H -1.43963 -5.41306 1.08879
H -1.57353 -3.01908 0.18614
H 2.09801 -2.03744 2.01536
H 2.37650 -4.29365 2.90188
```

Computed properties:
HOMO level (spin up / spin down), eV: -5.36 / -5.45
2S+1: 7
<S²>: 12.011
ΔE to the lowest compared entry with this formula, charge and spin, eV: 1.384


[2]
The following is a DFT calculation (ωB97M-V with the def2-TZVPD basis set) of a single C20H22FN3O2 molecule at a distorted geometry.

Geometry as XYZ:
```
48
C20H22FN3O2 (ωB97M-V with the def2-TZVPD basis set)
O -1.08922 2.55922 1.57976
C -0.24101 1.70907 1.33604
C 0.47213 1.97435 0.15059
C 1.75258 2.39351 0.19822
C 2.53614 2.37056 -1.02180
C 1.93170 2.03699 -2.19970
O 2.70158 2.10819 -3.29002
C 2.77934 1.14586 -4.25686
C 2.86901 -0.25035 -3.89690
C 2.87992 -1.09596 -4.99478
C 2.92702 -0.60152 -6.29851
C 2.94896 0.78780 -6.54577
F 2.87035 1.26996 -7.79418
C 2.92896 1.63315 -5.54717
N 0.60680 1.88777 -2.21292
C -0.14465 1.88913 -1.12371
N 0.10061 0.72245 2.21292
C 0.78524 -0.43724 1.78995
C -0.11613 -1.69005 1.81014
C -1.60030 -1.40060 1.46412
N -2.34474 -1.06549 2.66326
C -3.78811 -1.47977 2.72487
C -4.00942 -3.01871 2.86396
C -4.27408 -2.02005 4.05814
C -2.01056 0.26509 3.39973
C -0.58159 0.65629 3.47612
H 2.08256 2.65734 1.12840
H 3.64393 2.44909 -1.03132
H 2.78869 -0.56232 -2.85486
H 2.76182 -2.19391 -4.71777
H 2.90784 -1.34553 -7.03788
H 3.00698 2.71806 -5.81179
H -1.16852 1.81623 -1.18326
H 1.28548 -0.42092 0.85566
H 1.68042 -0.55549 2.35574
H -0.07818 -2.12260 2.77285
H 0.45132 -2.45356 1.18506
H -1.87900 -2.35035 0.96080
H -1.65059 -0.68092 0.60468
H -4.54094 -0.93004 2.07587
H -3.15030 -3.63571 3.17673
H -4.77546 -3.57413 2.41844
H -5.24854 -1.94318 4.40217
H -3.60595 -1.88349 4.86011
H -2.34505 0.16535 4.39205
H -2.57113 0.98365 2.80775
H -0.39406 1.59496 3.98807
H -0.09182 -0.08219 4.10702
```

Computed properties:
HOMO level, eV: -8.38
SMILES: O=C(c1ccc(Oc2cccc(F)c2)nc1)N1CCCN(C2CC2)CC1
ΔE to the lowest compared entry with this formula, charge and spin, eV: 5.990


[3]
The following is a DFT calculation (ωB97M-V with the def2-TZVPD basis set) of C27H48NO4S4SiW as an isolated structure.

Geometry as XYZ:
```
86
C27H48NO4S4SiW (ωB97M-V with the def2-TZVPD basis set)
W 0.06063 0.72504 -0.73794
C 0.97880 3.49152 2.17930
C -0.43036 2.93043 1.99363
S -1.13988 2.62980 0.33488
C -0.69531 4.12186 -0.60901
C 0.74004 4.24195 -1.09112
S 1.44098 2.66035 -1.66495
C 3.11094 2.66486 -0.93153
C 3.31694 3.20731 0.47928
S 2.46215 2.46456 1.89721
H 1.03088 3.74455 3.24034
H 1.09892 4.43816 1.65633
H -1.12040 3.65844 2.42498
H -0.57763 1.98960 2.52187
H -0.97123 4.97575 0.01210
H -1.38731 4.10864 -1.45136
H 1.38915 4.63192 -0.31660
H 0.78183 4.93038 -1.93393
H 3.71832 3.26459 -1.61086
H 3.44161 1.63053 -1.02081
H 3.18258 4.28786 0.52079
H 4.37439 3.04783 0.70173
C 4.72328 -3.02242 0.20951
C 5.56388 -3.25431 1.45024
C 6.86712 -2.48446 1.42004
C 5.77539 -4.72753 1.73932
O 4.81005 -2.66953 2.60504
Si 3.53949 -3.14338 3.39463
S 1.18581 0.05836 0.86335
O 2.51179 -4.10081 2.69601
C 1.37691 -4.92152 3.22961
C 1.92099 -5.77792 4.35664
C 0.30417 -3.95832 3.69744
C 0.92963 -5.75387 2.04615
O 3.24708 -2.59474 4.82920
C 4.10756 -1.94449 5.88205
C 4.45916 -0.56090 5.37568
C 5.32591 -2.82486 6.07161
C 3.22756 -1.90691 7.11252
H 5.25256 -3.40503 -0.66289
H 4.54723 -1.95526 0.06255
H 3.76665 -3.54228 0.28236
H 7.47785 -2.83701 0.58919
H 7.42812 -2.63431 2.34178
H 6.68481 -1.41818 1.28767
H 6.37995 -5.17315 0.94967
H 4.82602 -5.26698 1.77191
H 6.30969 -4.86421 2.68069
H 2.26590 -5.16360 5.19109
H 2.73563 -6.41170 4.00420
H 1.13302 -6.42927 4.73408
H 0.65525 -3.34828 4.53109
H -0.56490 -4.52125 4.03700
H -0.00807 -3.30796 2.87820
H 1.73622 -6.39769 1.69726
H 0.60855 -5.11426 1.22370
H 0.09324 -6.38659 2.34183
H 5.05441 -0.61410 4.46236
H 5.04854 -0.04115 6.13083
H 3.55640 0.02242 5.19091
H 5.93470 -2.86186 5.16530
H 5.03494 -3.83478 6.36347
H 5.94878 -2.41696 6.86747
H 2.32570 -1.32405 6.92811
H 3.77492 -1.44233 7.93246
H 2.94462 -2.91301 7.41999
C 0.79879 -0.69157 -4.85110
C 0.09629 0.08706 -3.80047
O 0.44155 -0.08333 -2.61111
C -0.97096 1.03673 -4.12187
C -1.17713 1.44445 -5.44053
C -2.17788 2.35411 -5.74805
C -2.99613 2.85209 -4.74708
C -2.81996 2.44084 -3.42657
C -1.81647 1.54398 -3.12310
H 1.49963 -1.38532 -4.39679
H 1.34209 -0.01338 -5.51371
H 0.07920 -1.23257 -5.46759
H -0.54788 1.06337 -6.23302
H -2.32209 2.66676 -6.77299
H -3.78773 3.54797 -4.99094
H -3.49081 2.79579 -2.65468
H -1.79547 1.18667 -2.08686
N -2.24193 -1.55699 -0.33963
C -1.42304 -0.75687 -0.48421
H -2.97175 -2.23758 -0.22898
```

Computed properties:
HOMO level (spin up / spin down), eV: -15.72 / -15.72
Charge: +3
ΔE to the lowest compared entry with this formula, charge and spin, eV: 0.283


[4]
The following is a DFT calculation (ωB97M-V with the def2-TZVPD basis set) of a single C2H5NO2 molecule at a distorted geometry.

Geometry as XYZ:
```
10
C2H5NO2 (ωB97M-V with the def2-TZVPD basis set)
N 0.23042 -0.03062 -1.47931
C -0.15278 0.52678 -0.30400
C 0.18493 -0.46664 0.74168
O 1.10146 -1.21659 0.48949
O -0.49793 -0.52957 1.92323
H -0.02907 -0.99576 -1.72609
H 1.13091 0.20637 -1.47461
H 0.39584 1.49021 0.09797
H -1.38601 0.75771 -0.14967
H -0.97776 0.25812 1.88131
```

Computed properties:
HOMO level, eV: -9.56
SMILES: NCC(=O)O
ΔE to the lowest compared entry with this formula, charge and spin, eV: 2.035


[5]
The following is a DFT calculation (ωB97M-V with the def2-TZVPD basis set) of C17H11Cl2N2O2V as an isolated structure.

Geometry as XYZ:
```
35
C17H11Cl2N2O2V (ωB97M-V with the def2-TZVPD basis set)
V -0.00351 -0.15768 -0.00009
C 4.30737 -0.97637 -0.00033
C 4.83841 0.30179 -0.00005
C 3.98491 1.39957 0.00013
C 2.62223 1.18787 0.00002
N 2.10441 -0.06640 -0.00015
C 2.93396 -1.12198 -0.00031
C 1.61892 2.27551 0.00014
C 1.91690 3.62363 0.00026
C 0.87537 4.54339 0.00022
C -0.43775 4.09906 0.00007
C -0.67318 2.73978 -0.00005
N 0.33616 1.85143 -0.00003
H 4.93908 -1.85255 -0.00050
H 5.90991 0.45076 0.00004
H 4.39112 2.39962 0.00041
H 2.46506 -2.09549 -0.00038
H 2.94023 3.96705 0.00030
H 1.09289 5.60309 0.00028
H -1.26928 4.78849 0.00004
H -1.67573 2.32962 -0.00021
Cl -5.63774 -4.73993 0.00044
C -4.48020 -3.47814 0.00029
C -4.91088 -2.15368 -0.00012
C -3.99899 -1.10227 -0.00041
Cl -4.53409 0.52233 -0.00096
C -2.64718 -1.39475 -0.00014
O -1.72548 -0.40389 -0.00021
C -2.19875 -2.72720 0.00017
C -0.80297 -3.03165 0.00017
O 0.12042 -2.18549 0.00006
C -3.12926 -3.77435 0.00038
H -5.97046 -1.93323 -0.00030
H -0.50758 -4.08435 0.00021
H -2.79433 -4.80357 0.00059
```

Computed properties:
HOMO level, eV: -15.01
Charge: +2


[6]
The following is a DFT calculation (ωB97M-V with the def2-TZVPD basis set) of C4H8O3 as an isolated structure.

Geometry as XYZ:
```
15
C4H8O3 (ωB97M-V with the def2-TZVPD basis set)
C -1.31739 1.12966 -0.75105
C -0.49532 0.23531 0.14275
O -0.60049 0.43413 1.41639
C -0.22300 -1.23171 -0.30414
O 1.18028 -1.41440 -0.26034
C 1.74282 -0.29982 0.36246
O 1.64742 -0.16417 1.63625
H -2.34247 0.74235 -0.78081
H -0.93320 1.15372 -1.77377
H -1.34600 2.13961 -0.33661
H 0.83574 0.56864 -0.13011
H 0.47295 0.06028 1.81141
H -0.57460 -1.43469 -1.32171
H -0.74183 -1.89635 0.39300
H 2.69508 -0.02256 -0.10372
```

Computed properties:
HOMO level, eV: -10.10
ΔE to the lowest compared entry with this formula, charge and spin, eV: 3.307